DFT (ωB97M-V/def2-TZVPD) results for a gas-phase ion, C12H28N2O2P (charge +1).

```
45
C12H28N2O2P, DFT ωB97M-V/def2-TZVPD
C 4.711 1.867 -0.574
C 3.303 1.811 0.031
O 2.278 1.863 -0.960
C 3.085 0.589 0.914
N 3.118 -0.622 0.105
C 2.731 -1.829 0.818
C 1.223 -1.973 0.748
O 0.888 -2.290 -0.591
C -0.370 -1.872 -1.067
C -1.533 -2.506 -0.265
C -2.831 -1.702 -0.076
N -2.747 -0.227 -0.401
P -4.229 0.652 0.352
C -4.272 1.998 -0.880
C -3.464 1.517 1.781
C -1.368 0.306 -0.158
C -0.435 -0.334 -1.163
H 5.387 1.142 -0.117
H 5.158 2.852 -0.455
H 4.674 1.661 -1.646
H 3.126 2.702 0.636
H 2.447 1.155 -1.592
H 2.095 0.689 1.367
H 3.821 0.567 1.732
H 4.029 -0.727 -0.322
H 3.185 -2.701 0.347
H 3.037 -1.814 1.873
H 0.858 -2.738 1.442
H 0.785 -1.010 1.043
H -0.392 -2.273 -2.080
H -1.804 -3.443 -0.750
H -1.159 -2.783 0.719
H -3.157 -1.750 0.963
H -3.648 -2.096 -0.678
H -2.895 -0.116 -1.406
H -4.563 1.616 -1.860
H -3.348 2.573 -0.956
H -5.066 2.674 -0.553
H -2.516 1.085 2.101
H -4.156 1.431 2.619
H -3.305 2.572 1.562
H -1.401 1.389 -0.276
H -1.103 0.067 0.871
H -0.755 -0.034 -2.166
H 0.576 0.061 -1.033
```

Relative energy (zero: lowest compared OMol25 entry of this formula, charge and spin) ... 0.00 kJ/mol
Total charge ... +1
HOMO energy ... -11.600 eV
LUMO level ... -2.5 eV
Structure (SMILES) ... C[C@@H](O)CNCCO[C@H]1CC[N@@H+](P(C)C)CC1

natural (NBO) atomic charge list, values in e, 2 entries: -0.651, 0.088

=====

DFT (ωB97M-V/def2-TZVPD) results for a molecular structure, C12H28N4O4Sn.

```
49
C12H28N4O4Sn, DFT ωB97M-V/def2-TZVPD
Sn 1.414 -1.154 2.034
C 0.554 3.895 3.050
C 0.034 2.540 2.618
O 0.519 1.424 2.945
N -0.991 2.533 1.764
C -1.740 3.627 1.164
H 1.276 3.647 3.828
H -0.267 4.502 3.432
H 1.041 4.434 2.238
H -1.310 1.618 1.476
H -2.300 3.227 0.319
H -1.114 4.446 0.807
H -2.342 4.128 1.922
C 2.858 -4.524 -0.648
C 1.524 -3.936 -0.907
O 1.089 -3.034 -0.180
N 0.864 -4.356 -1.990
C -0.455 -3.824 -2.223
H 2.916 -4.853 0.389
H 3.555 -3.699 -0.797
H 3.113 -5.373 -1.283
H 1.289 -5.051 -2.587
H -0.988 -4.412 -2.970
H -0.381 -2.814 -2.627
H -1.052 -3.812 -1.311
C -3.187 -1.438 1.933
C -2.392 -0.956 0.743
O -1.295 -0.443 0.978
N -2.925 -0.997 -0.444
C -2.418 -0.346 -1.628
H -4.171 -1.804 1.640
H -3.309 -0.652 2.678
H -2.689 -2.260 2.448
H -3.916 -1.187 -0.407
H -3.105 0.153 -2.311
H -1.842 -1.064 -2.214
H -1.814 0.508 -1.322
C 0.780 1.443 -2.482
C 1.429 1.292 -1.114
O 0.999 0.433 -0.336
N 2.435 2.096 -0.866
C 3.295 2.218 0.317
H 0.510 0.486 -2.927
H 1.417 2.025 -3.148
H -0.116 2.043 -2.326
H 2.655 2.615 -1.704
H 3.829 1.285 0.497
H 2.735 2.315 1.247
H 3.990 3.057 0.284
```

Total charge ... +1
HOMO energy (spin up / spin down) ... -9.038 / -12.066 eV
Spin multiplicity ... 2
LUMO level (spin up / spin down) ... -2.7 / -2.8 eV

natural (NBO) atomic charge list, values in e, 2 entries: 0.885, -0.721

=====

DFT (ωB97M-V/def2-TZVPD) results for 5 unconnected molecules or ions with the total composition C12H28NO10P.

```
52
C12H28NO10P, DFT ωB97M-V/def2-TZVPD
N -0.099 0.657 0.845
H 0.228 0.140 0.133
H 0.715 1.233 1.067
H -0.200 -0.140 1.524
H -0.929 1.234 0.574
P 2.269 -0.465 2.777
O 0.912 -0.434 3.452
O 2.022 -0.965 1.276
O 3.338 -1.266 3.439
O 2.722 0.996 2.659
O -4.352 -1.831 2.160
C -3.311 -1.279 2.293
O -3.157 0.133 1.894
C -4.215 0.853 1.503
C -3.922 2.249 1.599
C -2.033 -2.021 2.618
H -5.110 0.630 2.054
H -4.344 0.259 0.546
H -2.866 2.667 1.259
H -3.788 2.334 2.636
H -4.796 2.765 1.181
H -1.373 -1.303 3.249
H -1.649 -2.063 1.650
H -2.237 -2.992 3.184
O 1.965 1.947 -2.651
C 3.050 2.110 -2.003
O 4.043 2.867 -2.415
C 4.011 3.624 -3.669
C 5.236 4.459 -3.659
C 3.103 1.430 -0.581
H 3.200 4.342 -3.293
H 3.652 2.959 -4.447
H 5.152 5.167 -4.495
H 6.127 3.928 -3.768
H 5.564 4.862 -2.749
H 2.609 0.452 -0.362
H 2.680 2.197 0.056
H 4.118 1.390 -0.348
O -1.738 -0.933 -0.776
C -2.206 -2.055 -0.958
O -1.491 -3.225 -0.957
C -0.121 -3.196 -0.642
C 0.466 -4.602 -0.457
C -3.662 -2.217 -1.182
H 0.336 -2.534 0.114
H 0.453 -2.714 -1.297
H -0.019 -4.948 0.395
H 1.470 -4.712 -0.430
H 0.300 -5.258 -1.345
H -3.819 -2.772 -1.946
H -4.233 -1.315 -1.325
H -4.070 -2.643 -0.381
```

Relative energy (zero: lowest compared OMol25 entry of this formula, charge and spin) ... 0.00 kJ/mol
Total charge ... -2
HOMO energy ... 1.642 eV
LUMO level ... 4.2 eV

natural (NBO) atomic charge list, values in e, 2 entries: -0.900, 0.440

=====

DFT (ωB97M-V/def2-TZVPD) results for 2 unconnected molecules or ions with the total composition C12H29BO4Si.

```
47
C12H29BO4Si, DFT ωB97M-V/def2-TZVPD
O -3.220 1.561 2.534
C -3.080 2.006 1.430
O -3.990 1.966 0.457
C -5.080 1.041 0.668
C -4.645 -0.423 0.559
C -4.836 -1.237 1.850
C -3.755 -2.312 2.064
Si -2.174 -1.731 2.893
C -1.014 -0.776 1.761
B 0.001 -1.733 1.066
O -0.393 -2.553 -0.004
O 1.306 -1.771 1.475
H -2.170 2.514 1.084
H -5.531 1.245 1.639
H -5.801 1.305 -0.100
H -3.612 -0.475 0.213
H -5.247 -0.877 -0.230
H -4.863 -0.558 2.706
H -5.805 -1.737 1.812
H -4.165 -3.081 2.727
H -3.539 -2.826 1.122
H -2.527 -0.913 4.074
H -1.440 -2.938 3.365
H -1.577 -0.245 0.992
H -0.486 -0.046 2.378
H -0.643 -3.438 0.275
H 1.866 -2.165 0.797
C 6.243 1.113 -1.829
C 5.114 0.096 -1.963
C 4.070 0.479 -3.011
C 3.330 1.789 -2.731
C 2.608 1.841 -1.385
C 1.522 0.781 -1.237
H 5.873 2.088 -1.508
H 6.981 0.786 -1.094
H 6.759 1.249 -2.782
H 4.635 -0.046 -0.991
H 5.538 -0.874 -2.235
H 3.346 -0.335 -3.104
H 4.558 0.559 -3.987
H 2.601 1.953 -3.531
H 4.031 2.626 -2.789
H 2.160 2.831 -1.269
H 3.329 1.739 -0.569
H 0.770 0.878 -2.023
H 1.018 0.873 -0.274
H 1.934 -0.229 -1.294
```

Total charge ... 0
HOMO energy ... -10.291 eV
LUMO level ... 0.5 eV
Structure (SMILES) ... O=COCCCC[SiH2]CB(O)O.CCCCCC

natural (NBO) atomic charge list, values in e, 2 entries: -0.592, 0.648